# C5H9NO

The molecule C5H9NO (ωB97M-V/def2-TZVPD, OMol25).

The geometry in XYZ format:
```
16
Properties=species:S:1:pos:R:3:lowdin_charge:R:1
C 1.48 0.71 0.02 -0.040
C 0.16 -0.05 0.07 -0.429
C 0.21 -1.22 1.08 -0.019
C -1.12 0.84 0.14 -0.106
N -1.55 0.22 -1.11 0.103
C -0.38 -0.48 -1.31 -0.466
O 0.03 -1.15 -2.22 0.084
H 2.28 0.03 -0.29 0.091
H 1.73 1.09 1.02 0.087
H 1.46 1.55 -0.68 0.087
H 1.20 -1.29 1.54 0.078
H 0.02 -2.17 0.58 0.087
H -0.52 -1.09 1.88 0.078
H -1.79 0.64 0.98 0.110
H -0.93 1.91 0.06 0.115
H -2.28 0.46 -1.76 0.142
```

* Kohn-Sham gap: 10.4 eV
* molar mass: 99.13 Da
* net charge: 0
* HOMO energy: -9.601 eV
* energy relative to the best compared isomer or geometry (same formula, charge and spin): 0.8429 eV
* spin multiplicity: 1
* structure (SMILES): CC1(C)CNC1=O

# C5H15N2S

A cluster of 3 separate species, C5H15N2S in total (ωB97M-V/def2-TZVPD, OMol25).

The geometry in XYZ format:
```
23
Properties=species:S:1:pos:R:3:lowdin_charge:R:1
C -4.11 3.73 -1.00 -0.070
N 1.12 -0.17 -0.58 0.271
C 1.18 -1.55 -0.25 -0.513
C 2.30 -1.36 0.74 -0.550
S 2.74 -2.90 1.62 0.853
C 1.56 -2.50 -1.40 -0.048
C -3.57 2.80 -0.19 -0.098
N -0.34 0.84 1.47 0.142
H -5.20 3.88 -0.98 0.059
H -3.49 4.26 -1.68 0.028
H 0.77 0.13 -1.55 0.167
H 0.21 -1.91 0.33 0.230
H 3.14 -0.91 0.08 0.137
H 1.95 -0.61 1.39 0.041
H 3.90 -2.57 2.20 -0.108
H 2.45 -2.06 -1.92 0.105
H 0.74 -2.61 -2.15 0.103
H 1.80 -3.54 -1.04 0.096
H -4.20 2.22 0.48 0.038
H -2.47 2.57 -0.19 0.034
H 0.02 1.57 2.01 0.042
H 0.20 0.53 0.58 0.018
H -0.72 0.14 2.03 0.024
```

* Kohn-Sham gap: 3.0 eV
* molar mass: 135.26 Da
* net charge: +1
* HOMO energy: -12.164 eV
* energy relative to the best compared isomer or geometry (same formula, charge and spin): 7.9796 eV
* spin multiplicity: 1

# C6H8AlO6

A structure of composition C6H8AlO6 (ωB97M-V/def2-TZVPD, OMol25).

The geometry in XYZ format:
```
21
Properties=species:S:1:pos:R:3:lowdin_spin:R:1
H 1.00 0.87 0.52 0.002
O 2.58 -0.89 -0.44 0.069
C 1.83 -0.19 0.41 0.007
C 0.39 -0.51 0.55 0.003
C -0.54 -0.48 -0.64 0.000
C -1.80 0.34 -0.45 0.000
O -2.59 -0.23 0.60 0.000
C -3.77 0.30 0.83 0.000
O -4.27 1.22 0.21 0.000
O -4.30 -0.26 1.91 0.000
H 2.41 0.20 1.27 0.001
H 0.15 -1.24 1.34 0.001
H -0.81 -1.51 -0.93 0.000
H -0.02 -0.02 -1.49 0.000
H -2.40 0.33 -1.37 0.000
H -1.57 1.38 -0.19 0.000
H -5.17 0.11 2.07 0.000
O 4.29 0.67 -0.10 0.114
C 4.20 -0.37 -0.73 0.052
O 4.88 -0.66 -1.71 0.128
Al 5.52 0.94 -1.64 0.623
```

* expectation value of S²: 0.7542
* Kohn-Sham gap (alpha / beta): 5.5 / 3.2 eV
* molar mass: 203.11 Da
* net charge: +2
* HOMO energy (alpha / beta): -15.678 / -15.678 eV
* energy relative to the best compared isomer or geometry (same formula, charge and spin): 4.1107 eV
* spin multiplicity: 2

# C4H14O3

A cluster of 3 separate species, C4H14O3 in total (ωB97M-V/def2-TZVPD, OMol25).

The geometry in XYZ format:
```
21
Properties=species:S:1:pos:R:3:lowdin_charge:R:1
C 1.84 -0.85 1.43 -0.120
C 0.95 -0.81 0.26 -0.265
C 1.61 -0.13 -0.94 -0.369
C 0.91 -0.55 -2.21 -0.058
O 1.29 1.33 -0.82 -0.156
H 2.79 -1.27 1.02 0.093
H 1.93 0.15 1.83 0.068
H 1.32 -1.36 2.32 0.104
H 0.04 -0.18 0.32 0.128
H 0.64 -1.83 0.16 0.109
H 2.77 -0.09 -1.01 0.168
H 1.37 -1.42 -2.67 0.077
H 0.88 0.29 -2.87 0.067
H -0.19 -0.83 -1.85 0.130
H 1.23 2.18 -1.29 0.107
H -0.11 2.13 -0.55 -0.032
H -0.95 3.49 -0.65 0.081
O -1.03 2.47 -0.71 -0.131
H -5.16 -1.23 2.61 0.021
H -6.27 -0.53 2.39 0.061
O -5.85 -0.93 3.21 -0.082
```

* Kohn-Sham gap: 11.2 eV
* molar mass: 110.15 Da
* net charge: 0
* HOMO energy: -10.516 eV
* energy relative to the best compared isomer or geometry (same formula, charge and spin): 2.7443 eV
* spin multiplicity: 1
* structure (SMILES): CC[C@@H](C)O.O.O

# C3H7AgFO2

A structure of composition C3H7AgFO2 (ωB97M-V/def2-TZVPD, OMol25).

The geometry in XYZ format:
```
14
Properties=species:S:1:pos:R:3:lowdin_spin:R:1
O -0.26 0.35 1.59 0.728
Ag -1.99 1.15 0.98 0.579
F -3.67 1.76 0.66 0.269
C -0.53 -0.30 -1.76 0.003
O -0.02 0.33 -0.59 0.071
C 0.51 -0.52 0.41 0.008
C 1.53 0.14 1.27 0.162
H -0.74 0.48 -2.49 0.000
H 0.23 -0.99 -2.15 0.001
H -1.44 -0.88 -1.52 0.002
H 1.66 1.24 1.30 0.044
H 0.72 -1.50 -0.04 0.010
H 1.44 -1.20 1.43 0.031
H 2.55 -0.05 0.91 0.091
```

* expectation value of S²: 2.0130
* Kohn-Sham gap (alpha / beta): 10.6 / 6.2 eV
* molar mass: 201.95 Da
* net charge: +1
* HOMO energy (alpha / beta): -14.947 / -14.661 eV
* energy relative to the best compared isomer or geometry (same formula, charge and spin): 5.9045 eV
* spin multiplicity: 3

# C5H8O

The molecule C5H8O (ωB97M-V/def2-TZVPD, OMol25).

The geometry in XYZ format:
```
14
Properties=species:S:1:pos:R:3:lowdin_charge:R:1
C 1.91 -0.58 0.50 0.132
O 1.53 0.99 1.19 0.069
C 0.75 0.02 0.97 -0.469
C -0.74 -0.02 0.99 -0.104
C -1.12 -0.29 -0.49 -0.215
C -0.05 0.42 -1.35 -0.124
H 2.48 -1.14 1.24 0.050
H 0.96 0.09 -1.04 0.027
H -1.13 0.95 1.33 0.127
H -1.09 -0.79 1.68 0.124
H -2.14 0.06 -0.71 0.109
H -1.12 -1.37 -0.68 0.109
H -0.15 1.51 -1.23 0.091
H -0.08 0.14 -2.40 0.073
```

* Kohn-Sham gap: 9.4 eV
* molar mass: 84.12 Da
* net charge: 0
* HOMO energy: -8.572 eV
* energy relative to the best compared isomer or geometry (same formula, charge and spin): 4.6177 eV
* spin multiplicity: 1
* structure (SMILES): CCCC1=CO1

# C4H8O2

The molecule C4H8O2 (ωB97M-V/def2-TZVPD, OMol25).

The geometry in XYZ format:
```
14
Properties=species:S:1:pos:R:3:lowdin_charge:R:1
C 1.54 0.09 -0.42 -0.222
C 0.45 1.11 -0.22 -0.101
C -0.86 0.94 0.10 -0.082
C -1.68 -0.31 0.08 -0.282
H 1.22 -0.85 1.25 0.059
H 2.45 0.67 -0.20 0.102
H 1.68 -0.38 -1.47 0.146
H 0.95 2.04 -0.04 0.084
H -1.38 1.95 0.42 0.137
H -2.68 -0.21 -0.34 0.118
H -1.79 -0.62 1.12 0.117
H -0.42 -2.00 -0.08 0.132
O 1.47 -1.15 0.39 -0.101
O -0.93 -1.28 -0.58 -0.106
```

* Kohn-Sham gap: 10.2 eV
* molar mass: 88.11 Da
* net charge: 0
* HOMO energy: -9.415 eV
* energy relative to the best compared isomer or geometry (same formula, charge and spin): 2.8476 eV
* spin multiplicity: 1
* structure (SMILES): OC/C=C\CO